Record 1
C40H41BF2N4P2PdSTe | ωB97M-V with the def2-TZVPD basis set

As for the spin multiplicity: 1. The value obtained for the relative energy (zero: lowest compared OMol25 entry of this formula, charge and spin) is 114.8 kJ/mol. As for the net charge: -2. As for the frontier orbital gap: 3.8 eV. The value obtained for the HOMO energy is 0.1580 eV.

Cartesian coordinates (Å):
Pd1 -0.4040 0.1551 -0.7196
Te1 3.4548 -0.0866 3.4043
C1 3.8989 -2.1657 3.8118
C2 3.1145 -2.9208 4.6783
C3 3.3774 -4.2739 4.8372
N1 4.3615 -4.9198 4.2102
C4 5.1170 -4.1902 3.3884
C5 4.9305 -2.8343 3.1617
C6 1.9948 -0.2073 1.9650
P1 0.2965 0.0239 2.3452
C7 0.1459 0.4849 4.1176
C8 0.1884 1.8522 4.3905
C9 0.0805 2.3193 5.6925
C10 -0.0887 1.4274 6.7430
C11 -0.1581 0.0653 6.4793
C12 -0.0444 -0.4003 5.1771
C13 -0.5658 -1.6036 2.3934
C14 0.1094 -2.7731 2.7239
C15 -0.5654 -3.9812 2.8499
C16 -1.9364 -4.0275 2.6353
C17 -2.6187 -2.8686 2.2854
C18 -1.9408 -1.6637 2.1622
P2 2.2329 -0.0901 0.1990
C19 4.0164 0.3301 0.0292
C20 5.0442 -0.5570 -0.2802
C21 6.3605 -0.1177 -0.3726
C22 6.6754 1.2156 -0.1614
C23 5.6576 2.1151 0.1349
C24 4.3475 1.6753 0.2182
C25 2.3502 -1.8420 -0.4234
C26 2.6299 -2.9358 0.3897
C27 2.7566 -4.2154 -0.1391
C28 2.6075 -4.4155 -1.5055
C29 2.3205 -3.3324 -2.3301
C30 2.1870 -2.0582 -1.7950
H1 2.2916 -2.4611 5.2139
H2 2.7632 -4.8736 5.5030
H3 5.9109 -4.7235 2.8735
H4 5.5675 -2.3076 2.4605
H5 0.2992 2.5431 3.5616
H6 0.1173 3.3850 5.8869
H7 -0.1761 1.7914 7.7603
H8 -0.2983 -0.6372 7.2932
H9 -0.1063 -1.4643 4.9793
H10 1.1772 -2.7291 2.8930
H11 -0.0189 -4.8817 3.1085
H12 -2.4699 -4.9680 2.7188
H13 -3.6845 -2.9076 2.0915
H14 -2.4645 -0.7595 1.8777
H15 4.8211 -1.6038 -0.4456
H16 7.1447 -0.8282 -0.6109
H17 7.7026 1.5539 -0.2342
H18 5.8863 3.1624 0.2944
H19 3.5522 2.3783 0.4445
H20 2.7615 -2.7708 1.4494
H21 2.9747 -5.0513 0.5174
H22 2.6990 -5.4116 -1.9244
H23 2.1800 -3.4834 -3.3942
H24 1.9160 -1.2175 -2.4260
C31 -4.5607 2.5987 -1.8238
C32 -3.2223 2.0781 -1.3182
N2 -2.3127 1.8287 -2.4216
C33 -0.9148 1.6572 -2.0189
S1 -0.0302 0.5922 -3.1558
N3 -0.4001 2.9764 -1.7179
C34 -0.0910 3.7864 -2.8852
C35 0.0555 5.2517 -2.4973
H25 -5.2424 2.7985 -0.9919
H26 -5.0430 1.8721 -2.4860
H27 -4.4188 3.5199 -2.3929
H28 -3.3655 1.1814 -0.6945
H29 -2.7507 2.8142 -0.6667
H30 -2.5660 0.9876 -2.9258
H31 0.4052 2.8738 -1.1153
H32 -0.9155 3.6618 -3.5893
H33 0.8186 3.4380 -3.3962
H34 -0.8410 5.5933 -1.9764
H35 0.2183 5.8817 -3.3779
H36 0.9037 5.3934 -1.8214
C36 -3.0299 -4.3994 -1.0383
C37 -1.6870 -4.5154 -0.7282
C38 -0.8904 -3.3772 -0.7833
N4 -1.3590 -2.1834 -1.1335
C39 -2.6540 -2.0752 -1.4203
C40 -3.5271 -3.1522 -1.3886
H37 -3.6841 -5.2632 -0.9982
H38 -1.2571 -5.4626 -0.4296
H39 0.1638 -3.4243 -0.5382
H40 -2.9849 -1.0769 -1.6858
H41 -4.5729 -3.0128 -1.6315
F1 -2.0673 1.4108 1.6504
B1 -0.8182 1.3029 0.9793
F2 -0.1590 2.5412 1.1533

These are the Mulliken partial charges, in e, on atoms 1 to 5: -0.23 0.11 0.04 -0.02 -0.44



Record 2
C37H35ClN2S2Si2Sr | ωB97M-V with the def2-TZVPD basis set

As for the spin multiplicity: 1. The value obtained for the relative energy (zero: lowest compared OMol25 entry of this formula, charge and spin) is 76.2 kJ/mol. As for the frontier orbital gap (spin up / spin down): 6.2 / 5.9 eV. The value obtained for the HOMO energy (spin up / spin down) is -6.7011 / -6.5711 eV.

Cartesian coordinates (Å):
C1 1.4679 0.6568 0.3355
C2 1.1952 0.2893 -1.0073
C3 0.8658 1.4756 -1.7253
H1 1.3103 -0.7091 -1.4257
C4 0.9592 2.5772 -0.8232
C5 1.3270 2.0628 0.4558
H2 1.5592 2.6498 1.3439
H3 1.8206 -0.0116 1.1226
H4 0.6598 1.5329 -2.7912
H5 0.8699 3.6312 -1.0795
Sr1 -1.5282 1.0032 -0.0331
Si1 -3.8124 -1.9106 -3.3942
C6 -2.9165 -2.2936 -4.9685
C7 -3.6302 -3.0300 -5.9285
H6 -4.6792 -3.2712 -5.7407
C8 -3.0024 -3.4735 -7.0923
H7 -3.5615 -4.0679 -7.8118
C9 -1.6564 -3.1787 -7.3283
H8 -1.1565 -3.5499 -8.2227
C10 -0.9479 -2.4210 -6.3938
H9 0.1007 -2.1734 -6.5549
C11 -1.5700 -1.9853 -5.2226
H10 -0.9735 -1.4235 -4.5021
C12 -3.4566 -0.1601 -2.8231
C13 -2.4100 0.6404 -3.3407
H11 -1.8401 0.2760 -4.1940
C14 -2.1042 1.9419 -2.8460
H12 -1.2291 2.4838 -3.2069
C15 -2.9201 2.4821 -1.7710
H13 -2.6678 3.4082 -1.2573
C16 -4.1902 1.7922 -1.5660
H14 -4.9155 2.2417 -0.8939
C17 -4.3233 0.4212 -1.8953
H15 -5.1038 -0.1753 -1.4152
H16 -3.1967 -2.7346 -2.3356
Si2 -3.8696 2.4682 -3.3442
C18 -4.7552 4.1406 -3.5649
C19 -4.9991 4.6183 -4.8596
H17 -4.4380 4.2098 -5.7010
C20 -5.9960 5.5724 -5.0864
H18 -6.2323 5.8818 -6.1061
C21 -6.6904 6.1107 -3.9973
H19 -7.4931 6.8320 -4.1648
C22 -6.3407 5.7481 -2.6912
H20 -6.8312 6.2124 -1.8361
C23 -5.3528 4.7733 -2.4697
H21 -5.0602 4.5013 -1.4540
C24 -4.4907 1.6429 -4.9667
C25 -3.6671 1.6080 -6.0961
H22 -2.6797 2.0826 -6.0807
C26 -4.1026 0.9652 -7.2607
H23 -3.4567 0.9598 -8.1398
C27 -5.3532 0.3414 -7.2908
H24 -5.6821 -0.1788 -8.1910
C28 -6.1790 0.3868 -6.1646
H25 -7.1535 -0.1016 -6.1733
C29 -5.7569 1.0574 -5.0096
H26 -6.4184 1.1029 -4.1371
H27 -5.1425 -2.3640 -3.5419
Cl1 -3.4949 2.1193 1.4144
C30 -0.4122 -2.9866 -2.2219
C31 -0.4054 -3.0708 -0.7406
N1 -0.6209 -2.0880 0.1001
C32 -0.4065 -2.4963 1.4238
C33 -0.0917 -3.8470 1.5432
S1 -0.0421 -4.6359 0.0203
C34 -0.3522 -1.5343 2.4990
C35 0.2405 -1.7657 3.7324
S2 0.3917 -0.3195 4.6499
C36 -0.4219 0.5538 3.3393
N2 -0.7496 -0.1990 2.3142
C37 -0.6218 2.0174 3.4601
H28 0.6013 -3.1989 -2.6063
H29 -1.1050 -3.7442 -2.6136
H30 -0.7276 -1.9844 -2.5281
H31 0.1220 -4.3372 2.4835
H32 0.6157 -2.7312 4.0441
H33 -0.4802 2.2691 4.5196
H34 0.1308 2.5575 2.8636
H35 -1.6314 2.3017 3.1293

These are the Mulliken partial charges, in e, on atoms 1 to 5: -0.54 -0.56 -0.56 0.46 -0.90



Record 3
C17H19BBr2IO5P | ωB97M-V with the def2-TZVPD basis set

As for the spin multiplicity: 1. As for the frontier orbital gap: 7.6 eV. The value obtained for the HOMO energy is -8.7584 eV.

Cartesian coordinates (Å):
C1 0.3788 -3.5433 -2.5970
B1 -0.6284 -2.4230 -3.0847
O1 -1.5397 -2.7044 -4.0519
C2 -0.5218 -0.9797 -2.4427
C3 0.3358 -0.0474 -2.8818
P1 1.5345 -0.2039 -4.2728
O2 0.7481 -1.1449 -5.3679
O3 2.6017 -1.2102 -3.5587
C4 0.3619 1.2608 -2.1629
O4 0.5514 2.3106 -2.7080
C5 0.1126 1.1510 -0.6960
C6 0.7778 1.9926 0.1733
C7 0.5666 1.8498 1.5503
C8 1.3358 2.7434 2.4967
C9 2.8621 2.4691 2.3406
C10 3.4739 1.9576 3.6485
I1 5.1747 0.6953 3.1940
C11 -0.3144 0.8854 2.0193
C12 -0.9981 0.0305 1.1455
C13 -1.9157 -1.0227 1.7080
Br1 -0.7713 -2.1994 2.8109
C14 -3.0809 -0.3675 2.4852
C15 -4.1541 0.0996 1.4900
Br2 -3.8603 -1.5556 3.8156
C16 -0.7755 0.1733 -0.2242
C17 -1.4034 -0.6803 -1.2714
O5 -2.5355 -1.0907 -1.2233
H1 1.2330 -3.0766 -2.1114
H2 0.7275 -4.1634 -3.4215
H3 -0.0883 -4.2029 -1.8608
H4 -1.5741 -3.6597 -4.1710
H5 -0.1540 -0.8214 -5.4945
H6 3.4832 -0.9735 -3.8605
H7 1.4794 2.7336 -0.1809
H8 1.0628 2.4554 3.5098
H9 1.1051 3.7844 2.2962
H10 3.0257 1.6934 1.6029
H11 3.3961 3.3668 2.0436
H12 3.8766 2.7476 4.2680
H13 2.8014 1.3101 4.1960
H14 -0.4228 0.8024 3.0926
H15 -2.3257 -1.6769 0.9553
H16 -2.6728 0.4944 2.9993
H17 -5.1199 -0.3308 1.7240
H18 -3.8676 -0.1020 0.4647
H19 -4.2824 1.1735 1.6138

These are the natural (NBO) partial charges, in e, on atoms 1 to 5: -1.02 0.99 -0.85 -0.33 -0.43



Record 4
C19H37N3 | ωB97M-V with the def2-TZVPD basis set

As for the spin multiplicity: 1. The value obtained for the relative energy (zero: lowest compared OMol25 entry of this formula, charge and spin) is 11.6 kJ/mol. As for the frontier orbital gap: 9.0 eV. The value obtained for the HOMO energy is -8.1412 eV.

Cartesian coordinates (Å):
C1 6.2237 0.4597 0.4733
C2 5.1938 -0.5209 0.9523
C3 4.2574 -0.9927 0.1391
C4 3.1770 -1.9692 0.4873
H1 3.4262 -2.5180 1.3958
H2 3.0770 -2.6932 -0.3244
C5 1.8280 -1.2516 0.6869
C6 1.3757 -0.5605 -0.5698
C7 1.4156 0.7627 -0.6728
C8 1.0319 1.5891 -1.8602
H3 0.6970 0.9578 -2.6820
H4 1.9158 2.1363 -2.2035
C9 -0.0556 2.6064 -1.4992
H5 -0.2600 3.2504 -2.3567
H6 0.3016 3.2396 -0.6854
C10 -1.3597 1.9368 -1.0324
N1 -2.1064 2.8971 -0.2241
H7 -2.8492 3.3179 -0.7706
C11 -2.6072 2.4475 1.0508
H8 -2.9622 3.3336 1.5887
C12 -3.7697 1.4356 1.0260
N2 -3.3919 0.1289 0.5181
C13 -4.5401 -0.6530 0.0921
H9 -5.1258 -0.0667 -0.6209
C14 -4.0572 -1.9449 -0.5773
N3 -3.2237 -2.7463 0.2976
H10 -3.7828 -3.0766 1.0817
C15 -2.1296 -1.9362 0.7989
H11 -1.5478 -2.5293 1.5079
H12 -1.4964 -1.6772 -0.0526
C16 -2.6085 -0.6433 1.4663
H13 -1.7425 -0.0598 1.7809
H14 -3.2050 -0.8887 2.3686
H15 -4.9125 -2.5429 -0.8995
H16 -3.4557 -1.6879 -1.4534
H17 -5.1979 -0.9062 0.9476
H18 -4.1955 1.3632 2.0448
H19 -4.5501 1.8342 0.3697
H20 -1.7635 2.0384 1.6105
C17 -2.1769 1.4182 -2.2138
H21 -1.5901 0.7309 -2.8175
H22 -3.0557 0.8925 -1.8513
H23 -2.4907 2.2470 -2.8478
H24 -1.0913 1.0913 -0.3927
H25 1.7540 1.3417 0.1777
C18 0.9329 -1.4670 -1.6860
H26 0.0017 -1.1178 -2.1277
H27 1.6842 -1.5023 -2.4752
H28 0.7768 -2.4790 -1.3200
H29 1.0789 -1.9888 0.9893
H30 1.9357 -0.5224 1.4923
H31 4.2226 -0.6305 -0.8801
C19 5.3443 -0.9263 2.3921
H32 5.8097 -0.1239 2.9606
H33 4.3864 -1.1600 2.8478
H34 5.9844 -1.8061 2.4708
H35 7.2258 0.0715 0.6553
H36 6.1133 0.6601 -0.5892
H37 6.1298 1.4009 1.0155

These are the natural (NBO) partial charges, in e, on atoms 1 to 5: -0.63 0.03 -0.20 -0.43 0.21



Record 5
C28H34N3O3PS4Tl | ωB97M-V with the def2-TZVPD basis set

As for the spin multiplicity: 1. As for the net charge: -1. As for the frontier orbital gap: 5.8 eV. The value obtained for the HOMO energy is -3.5265 eV.

Cartesian coordinates (Å):
Tl1 -1.3392 -0.1571 -0.1162
S1 -2.1581 -0.5618 2.8048
C1 -1.8751 0.9789 3.5313
C2 -2.6751 1.3529 4.6352
C3 -2.4965 2.5368 5.3148
C4 -1.4857 3.4187 4.9367
C5 -0.6830 3.0845 3.8638
C6 -0.8792 1.9050 3.1468
S2 0.2107 1.6450 1.7538
C7 -0.2658 3.1056 0.7178
C8 0.1622 2.9285 -0.7037
C9 1.2419 3.6257 -1.2307
C10 1.5037 3.5212 -2.5885
C11 0.6535 2.7673 -3.3781
C12 -0.3886 2.0682 -2.7669
C13 -1.3443 1.3055 -3.6606
S3 -2.6451 0.2453 -2.9217
C14 -4.0165 1.3750 -2.7320
C15 -4.8457 1.4974 -3.8481
C16 -5.9632 2.3083 -3.8323
C17 -6.2607 3.0089 -2.6639
C18 -5.4560 2.8877 -1.5554
C19 -4.3103 2.0533 -1.5261
S4 -3.4380 1.9654 -0.0446
N1 -0.5790 2.1123 -1.4598
H1 -3.4478 0.6596 4.9393
H2 -3.1414 2.7873 6.1493
H3 -1.3309 4.3468 5.4721
H4 0.1111 3.7555 3.5575
H5 0.1839 3.9926 1.1604
H6 -1.3539 3.1498 0.7663
H7 1.8587 4.2445 -0.5927
H8 2.3459 4.0396 -3.0300
H9 0.7904 2.7153 -4.4507
H10 -0.7778 0.6273 -4.3017
H11 -1.8643 2.0253 -4.2957
H12 -4.5945 0.9335 -4.7386
H13 -6.5919 2.3971 -4.7092
H14 -7.1362 3.6477 -2.6262
H15 -5.6865 3.4282 -0.6470
N2 1.1971 -0.6769 -1.3698
C20 1.8891 -1.5911 -1.5478
N3 2.6355 -2.6243 -1.8923
C21 2.3709 -3.9791 -1.4156
C22 3.3854 -4.3919 -0.3535
C23 4.8092 -4.2466 -0.8947
C24 5.0430 -2.8171 -1.3922
C25 3.9788 -2.4323 -2.4193
H16 2.4515 -4.6481 -2.2821
H17 1.3620 -4.0298 -1.0131
H18 3.1968 -5.4267 -0.0587
H19 3.2445 -3.7528 0.5165
H20 4.9684 -4.9493 -1.7210
H21 5.5293 -4.4803 -0.1079
H22 6.0321 -2.7223 -1.8472
H23 4.9869 -2.1346 -0.5423
H24 4.0844 -3.0744 -3.3028
H25 4.0874 -1.3940 -2.7322
C26 0.3557 -2.3253 4.4658
O1 1.3275 -2.1453 3.4392
P1 0.8657 -1.7366 1.9085
O2 0.5191 -3.2389 1.3353
C27 -0.8166 -3.5891 0.9975
O3 2.4114 -1.7746 1.3401
C28 3.1520 -0.5664 1.3993
H26 0.7739 -3.0405 5.1772
H27 -0.5859 -2.7121 4.0783
H28 0.1458 -1.3775 4.9634
H29 -1.5483 -2.9162 1.4482
H30 -1.0022 -4.6007 1.3639
H31 -0.9489 -3.5717 -0.0880
H32 2.5141 0.2992 1.2286
H33 3.9121 -0.5968 0.6169
H34 3.6408 -0.4643 2.3721

These are the Mulliken partial charges, in e, on atoms 1 to 5: 0.54 -0.53 0.87 -0.79 -0.50



Record 6
C33H43IrN5O6PS2Si | ωB97M-V with the def2-TZVPD basis set

As for the spin multiplicity: 2. The value obtained for the relative energy (zero: lowest compared OMol25 entry of this formula, charge and spin) is 321.1 kJ/mol. As for the net charge: +1. As for the frontier orbital gap (spin up / spin down): 6.2 / 6.2 eV. The value obtained for the HOMO energy (spin up / spin down) is -10.0669 / -10.0313 eV. The expectation value of S² is 0.803.

Cartesian coordinates (Å):
Ir1 -0.5138 0.9644 0.1025
O1 -5.3075 2.2608 -2.5396
C1 -5.7601 1.4195 -1.6066
C2 -7.1027 1.0451 -1.6870
C3 -7.6608 0.1959 -0.7575
C4 -6.8873 -0.2949 0.2909
C5 -5.5604 0.0564 0.3832
C6 -4.9559 0.9043 -0.5605
C7 -3.5318 1.1737 -0.4743
O2 -2.8381 0.7384 0.5494
N1 -2.9648 1.8497 -1.4575
N2 -1.6450 2.0149 -1.4387
C8 -1.1489 2.8471 -2.3288
S1 -2.2057 3.7285 -3.4162
C9 -0.8377 4.3984 -4.4244
C10 0.3573 4.5820 -3.5199
S2 0.5591 3.0357 -2.5518
H1 -4.3431 2.3931 -2.4196
H2 -7.6787 1.4466 -2.5061
H3 -8.6941 -0.0986 -0.8538
H4 -7.3275 -0.9565 1.0217
H5 -4.9498 -0.3460 1.1780
H6 -1.1747 5.3428 -4.8470
H7 -0.6359 3.6896 -5.2287
H8 0.1992 5.3939 -2.8104
H9 1.2787 4.7504 -4.0730
N3 -2.9976 1.8118 2.8689
C11 -1.9046 1.2078 3.6509
P1 -0.4202 2.3040 3.2461
O3 -0.4699 3.5289 4.0571
O4 -0.4881 2.5202 1.7424
C12 1.0454 1.2291 3.6237
N4 2.1871 1.9824 3.1117
H10 -3.9078 1.7541 3.3244
H11 -3.0220 1.3343 1.8529
H12 -2.7487 2.7972 2.7190
H13 -1.7657 0.1732 3.3513
H14 -2.1028 1.2527 4.7200
H15 0.9794 0.2871 3.0797
H16 1.0866 1.0399 4.7008
H17 3.0656 1.5972 3.4484
H18 2.1087 2.9380 3.4581
H19 2.0179 1.7512 1.4816
C13 -0.7749 -2.0930 2.2234
C14 -0.3457 -3.1675 1.2410
C15 -1.5560 -3.6548 0.4694
C16 0.3793 -4.3124 1.9208
Si1 0.8733 -2.2843 -0.0690
O5 0.1524 -0.9820 -0.5528
C17 1.0914 -3.5830 -1.4390
C18 2.0181 -4.6101 -1.3077
C19 2.1902 -5.5303 -2.3275
C20 1.4354 -5.4318 -3.4840
C21 0.5195 -4.4035 -3.6277
C22 0.3444 -3.4870 -2.6056
C23 2.5901 -1.8449 0.6349
C24 3.5873 -1.6690 -0.3218
C25 4.8300 -1.1642 0.0128
C26 5.1032 -0.8235 1.3267
C27 4.1405 -1.0275 2.2991
C28 2.8979 -1.5350 1.9539
H20 -1.5949 -2.4677 2.8392
H21 -1.1210 -1.2110 1.6771
H22 0.0397 -1.8056 2.8827
H23 -2.2538 -4.1337 1.1569
H24 -1.2822 -4.3790 -0.2915
H25 -2.0652 -2.8232 -0.0100
H26 -0.2563 -4.7375 2.6993
H27 1.3063 -3.9850 2.3872
H28 0.6087 -5.0994 1.2067
H29 2.6166 -4.6931 -0.4111
H30 2.9144 -6.3241 -2.2197
H31 1.5608 -6.1563 -4.2740
H32 -0.0598 -4.3168 -4.5353
H33 -0.3705 -2.6852 -2.7099
H34 3.3856 -1.9432 -1.3470
H35 5.5890 -1.0416 -0.7456
H36 6.0652 -0.4136 1.5933
H37 4.3636 -0.8024 3.3334
H38 2.1728 -1.7030 2.7381
O6 1.9285 1.4562 0.5050
N5 2.9431 2.0311 -0.2253
C29 3.3190 1.4363 -1.3935
C30 4.3803 1.9297 -2.0921
C31 5.0953 3.0409 -1.6146
C32 4.6528 3.6519 -0.4351
C33 3.5765 3.1505 0.2381
H39 2.7266 0.5875 -1.6880
H40 4.6693 1.4643 -3.0194
H41 5.9558 3.4173 -2.1377
H42 5.1542 4.5249 -0.0484
H43 3.1699 3.5900 1.1331

These are the Mulliken partial charges, in e, on atoms 1 to 5: 3.19 -0.64 0.44 -0.66 -0.39